1.
Density functional theory data (ωB97M-V/def2-TZVPD) for a 7-piece molecular cluster, C31H54N9O5PS overall.

The SMILES is C=C[C@H]1C(=O)O[C@](N)(P(N)O)[C@]1(S)CON=O.CCCC#N.CCCC#N.CCCC#N.CCCC#N.CCCC#N.CCCC#N. The value obtained for the highest occupied orbital energy is -8.291 eV. The calculation puts the HOMO-LUMO gap at 7.8 eV. The value obtained for the molar mass is 695.87 g/mol.

Positions of all 101 atoms, in Å:
C: -2.273 0.645 -0.044
C: -1.522 -0.393 0.454
C: -0.031 -0.255 0.604
C: 0.589 0.086 1.982
O: 0.088 0.447 2.995
O: 1.953 -0.095 1.844
C: 2.211 -0.781 0.609
N: 3.315 -1.708 0.702
P: 2.821 0.592 -0.652
N: 2.685 2.089 0.149
O: 1.676 0.752 -1.834
C: 0.856 -1.460 0.307
S: 0.525 -2.614 1.740
C: 0.722 -2.219 -1.027
O: 0.113 -3.508 -0.883
N: -1.242 -3.446 -1.214
O: -1.859 -4.178 -0.539
H: -2.360 1.568 0.531
H: -2.766 0.574 -1.008
H: -2.007 -1.312 0.783
H: 0.232 0.645 0.050
H: 4.137 -1.185 1.007
H: 3.562 -1.942 -0.258
H: 1.750 2.260 0.518
H: 3.326 2.128 0.936
H: 1.232 1.610 -1.798
H: 1.786 -2.874 2.099
H: 1.715 -2.436 -1.416
H: 0.104 -1.671 -1.738
C: -7.051 -2.987 -2.476
C: -5.803 -3.827 -2.235
C: -5.337 -3.798 -0.775
C: -5.006 -2.438 -0.352
N: -4.803 -1.356 -0.015
H: -6.869 -1.934 -2.261
H: -7.367 -3.060 -3.517
H: -7.878 -3.324 -1.849
H: -4.996 -3.473 -2.880
H: -6.002 -4.863 -2.514
H: -4.453 -4.421 -0.643
H: -6.118 -4.177 -0.114
C: 7.220 1.772 -3.770
C: 7.352 0.279 -4.039
C: 6.228 -0.539 -3.393
C: 6.220 -0.376 -1.941
N: 6.227 -0.228 -0.801
H: 7.290 1.989 -2.701
H: 8.013 2.323 -4.270
H: 6.267 2.147 -4.138
H: 8.317 -0.073 -3.670
H: 7.338 0.102 -5.115
H: 6.346 -1.600 -3.618
H: 5.256 -0.220 -3.776
C: 4.667 6.834 -6.533
C: 4.134 5.920 -5.436
C: 5.246 5.180 -4.683
C: 6.021 4.327 -5.584
N: 6.627 3.662 -6.302
H: 5.196 6.267 -7.300
H: 3.849 7.363 -7.020
H: 5.354 7.578 -6.125
H: 3.446 5.193 -5.871
H: 3.564 6.509 -4.716
H: 4.825 4.550 -3.898
H: 5.928 5.890 -4.213
C: -5.934 1.185 1.626
C: -6.031 2.220 2.741
C: -7.359 2.987 2.733
C: -7.541 3.723 1.481
N: -7.674 4.292 0.491
H: -5.979 1.653 0.642
H: -4.994 0.641 1.684
H: -6.743 0.456 1.694
H: -5.205 2.929 2.654
H: -5.925 1.722 3.706
H: -7.394 3.703 3.555
H: -8.197 2.298 2.852
C: -3.884 -7.335 3.072
C: -3.308 -6.551 1.898
C: -3.448 -5.034 2.065
C: -4.856 -4.649 2.167
N: -5.970 -4.370 2.234
H: -4.956 -7.163 3.177
H: -3.736 -8.405 2.928
H: -3.400 -7.051 4.008
H: -3.806 -6.862 0.977
H: -2.249 -6.789 1.786
H: -3.010 -4.523 1.212
H: -2.928 -4.699 2.964
C: 3.166 2.164 7.115
C: 2.091 2.219 6.036
C: 2.671 2.278 4.619
C: 3.496 3.472 4.433
N: 4.145 4.412 4.293
H: 3.787 3.061 7.104
H: 2.713 2.091 8.103
H: 3.817 1.298 6.978
H: 1.454 3.089 6.203
H: 1.455 1.336 6.109
H: 1.865 2.296 3.884
H: 3.284 1.397 4.421



2.
Density functional theory data (ωB97M-V/def2-TZVPD) for a 8-piece molecular cluster, C31H54O13S overall.

The SMILES is O=C1C=C(O)C(=O)C(CCCCS(=O)(=O)O)=C1.CC(C)=O.CC(C)=O.CC(C)=O.CC(C)=O.CC(C)=O.CC(C)=O.CC(C)=O. The value obtained for the highest occupied orbital energy is -8.601 eV. The calculation puts the HOMO-LUMO gap at 7.9 eV. The value obtained for the molar mass is 666.83 g/mol.

Positions of all 99 atoms, in Å:
O: 1.081 0.700 5.577
C: 0.329 0.497 4.638
C: -0.801 -0.426 4.755
C: -1.789 -0.430 3.859
O: -2.842 -1.263 3.918
C: -1.747 0.507 2.695
O: -2.715 0.652 1.977
C: -0.476 1.234 2.444
C: -0.301 1.954 1.136
C: 0.660 1.178 0.231
C: 0.075 -0.181 -0.191
C: 1.075 -1.340 -0.084
S: 0.567 -2.540 1.115
O: -0.845 -2.748 1.072
O: 1.166 -2.212 2.377
O: 1.233 -3.877 0.573
C: 0.495 1.217 3.360
H: -0.815 -1.109 5.593
H: -3.663 -0.750 3.870
H: 0.061 2.966 1.316
H: -1.259 2.023 0.620
H: 0.937 1.743 -0.655
H: 1.585 0.993 0.783
H: -0.246 -0.118 -1.230
H: -0.818 -0.429 0.380
H: 2.081 -1.025 0.187
H: 1.143 -1.867 -1.035
H: 2.175 -3.712 0.377
H: 1.416 1.758 3.192
C: -6.817 2.164 2.997
C: -5.899 0.969 2.977
C: -5.606 0.331 1.647
O: -5.396 0.535 3.990
H: -6.931 2.522 4.018
H: -6.400 2.961 2.380
H: -7.795 1.890 2.599
H: -5.136 1.060 0.984
H: -6.521 -0.038 1.182
H: -4.925 -0.503 1.795
C: -4.480 -5.105 1.657
C: -4.792 -3.786 0.991
C: -3.628 -3.055 0.374
O: -5.920 -3.344 0.971
H: -5.392 -5.532 2.067
H: -4.051 -5.798 0.931
H: -3.757 -4.953 2.461
H: -3.167 -3.660 -0.403
H: -2.883 -2.839 1.145
H: -3.973 -2.123 -0.066
C: 4.280 1.819 -3.246
C: 2.774 1.830 -3.348
C: 2.183 2.470 -4.576
O: 2.081 1.344 -2.482
H: 4.581 1.333 -2.321
H: 4.708 1.280 -4.093
H: 4.663 2.841 -3.256
H: 2.527 1.948 -5.470
H: 2.487 3.517 -4.634
H: 1.099 2.414 -4.531
C: -3.020 -1.249 -4.524
C: -2.625 -1.453 -3.081
C: -1.961 -0.288 -2.384
O: -2.830 -2.495 -2.507
H: -3.485 -2.154 -4.906
H: -3.725 -0.420 -4.607
H: -2.138 -1.016 -5.124
H: -2.626 0.577 -2.385
H: -1.039 -0.018 -2.901
H: -1.730 -0.561 -1.356
C: -0.515 4.196 6.375
C: 0.664 4.153 5.435
C: 2.034 4.156 6.065
O: 0.516 4.107 4.236
H: -1.439 4.183 5.802
H: -0.491 3.329 7.038
H: -0.480 5.102 6.982
H: 2.142 3.286 6.715
H: 2.172 5.061 6.660
H: 2.792 4.118 5.287
C: 6.113 -2.565 1.791
C: 5.172 -2.302 0.645
C: 5.087 -0.881 0.142
O: 4.510 -3.188 0.150
H: 6.079 -3.618 2.057
H: 7.132 -2.296 1.508
H: 5.821 -1.966 2.655
H: 6.067 -0.548 -0.204
H: 4.759 -0.219 0.947
H: 4.377 -0.824 -0.681
C: 3.817 -1.061 -7.795
C: 3.227 0.260 -8.224
C: 3.824 0.904 -9.452
O: 2.320 0.777 -7.615
H: 3.304 -1.419 -6.906
H: 3.708 -1.797 -8.593
H: 4.880 -0.944 -7.576
H: 3.715 0.242 -10.312
H: 4.887 1.096 -9.296
H: 3.315 1.843 -9.655



3.
Density functional theory data (ωB97M-V/def2-TZVPD) for a 6-piece molecular cluster, C31H55BrN5O12PS6 overall.

The SMILES is C[C@@H](Br)C[C@](C#N)(CCSc1nnco1)[C@@H](C#N)P(N)O.O=S1(=O)CCCC1.O=S1(=O)CCCC1.O=S1(=O)CCCC1.O=S1(=O)CCCC1.O=S1(=O)CCCC1. The value obtained for the highest occupied orbital energy is -8.883 eV. The calculation puts the HOMO-LUMO gap at 8.9 eV. The value obtained for the molar mass is 993.08 g/mol.

Positions of all 111 atoms, in Å:
C: 0.807 -1.510 1.472
C: 1.218 -1.373 0.002
Br: -0.143 -2.076 -1.200
C: 1.769 0.025 -0.348
C: 0.792 1.130 -0.743
C: -0.430 1.060 0.067
N: -1.353 1.023 0.739
C: 0.288 1.096 -2.231
C: 1.213 0.425 -3.230
S: 2.536 1.640 -3.646
C: 3.926 0.693 -4.064
N: 4.377 0.559 -5.276
N: 5.520 -0.227 -5.189
C: 5.661 -0.503 -3.930
O: 4.704 0.034 -3.156
C: 1.369 2.582 -0.508
C: 0.254 3.507 -0.380
N: -0.609 4.255 -0.320
P: 2.362 2.752 1.083
N: 2.037 4.355 1.626
O: 3.895 2.908 0.503
H: 0.057 -2.287 1.566
H: 0.479 -0.571 1.901
H: 1.663 -1.844 2.054
H: 2.067 -2.036 -0.112
H: 2.542 -0.123 -1.096
H: 2.319 0.296 0.551
H: 0.047 2.092 -2.597
H: -0.642 0.541 -2.260
H: 1.604 -0.530 -2.913
H: 0.670 0.256 -4.143
H: 6.487 -1.089 -3.574
H: 1.944 2.950 -1.354
H: 1.152 4.363 2.125
H: 2.735 4.535 2.344
H: 4.246 3.789 0.690
O: 4.735 -3.284 0.765
S: 5.591 -2.243 1.273
O: 5.379 -1.663 2.572
C: 7.293 -2.781 1.134
C: 7.719 -2.330 -0.259
C: 7.154 -0.913 -0.433
C: 5.694 -0.939 0.039
H: 7.346 -3.857 1.280
H: 7.863 -2.268 1.908
H: 8.801 -2.352 -0.371
H: 7.288 -2.995 -1.012
H: 7.726 -0.213 0.179
H: 7.226 -0.574 -1.465
H: 5.394 0.004 0.492
H: 5.011 -1.195 -0.768
O: 0.526 -1.772 -4.887
S: 1.115 -2.514 -5.979
O: 0.852 -2.159 -7.347
C: 2.880 -2.617 -5.713
C: 3.062 -3.879 -4.873
C: 2.135 -4.933 -5.491
C: 0.776 -4.262 -5.728
H: 3.223 -1.713 -5.223
H: 3.354 -2.715 -6.688
H: 4.101 -4.205 -4.866
H: 2.763 -3.686 -3.839
H: 2.551 -5.270 -6.443
H: 2.034 -5.807 -4.851
H: 0.272 -4.650 -6.609
H: 0.126 -4.351 -4.860
O: -5.619 -0.960 4.174
S: -6.230 0.144 3.470
O: -7.470 0.724 3.919
C: -4.999 1.423 3.264
C: -4.309 1.065 1.950
C: -5.430 0.668 0.981
C: -6.361 -0.291 1.732
H: -4.330 1.421 4.120
H: -5.519 2.378 3.197
H: -3.722 1.896 1.570
H: -3.634 0.221 2.099
H: -5.982 1.560 0.676
H: -5.036 0.203 0.079
H: -7.399 -0.193 1.423
H: -6.039 -1.326 1.625
O: -5.814 6.059 1.267
S: -4.581 6.582 1.799
O: -4.087 6.167 3.088
C: -3.295 6.380 0.574
C: -3.367 7.652 -0.264
C: -3.549 8.802 0.737
C: -4.640 8.379 1.729
H: -3.476 5.473 0.004
H: -2.345 6.306 1.100
H: -2.472 7.779 -0.869
H: -4.227 7.608 -0.936
H: -2.612 8.971 1.270
H: -3.814 9.734 0.238
H: -4.468 8.776 2.726
H: -5.632 8.663 1.384
O: -2.098 -4.040 2.791
S: -2.372 -4.624 4.082
O: -1.306 -4.947 4.996
C: -3.599 -3.625 4.917
C: -4.933 -4.212 4.471
C: -4.758 -5.736 4.522
C: -3.420 -6.068 3.848
H: -3.472 -2.581 4.639
H: -3.451 -3.749 5.989
H: -5.748 -3.874 5.107
H: -5.153 -3.898 3.449
H: -4.738 -6.066 5.563
H: -5.581 -6.254 4.031
H: -2.933 -6.930 4.297
H: -3.534 -6.223 2.778



4.
Density functional theory data (ωB97M-V/def2-TZVPD) for C31H55N10Re as an isolated structure.

The value obtained for the highest occupied orbital energy (alpha / beta) is -15.438 / -15.696 eV. The calculation puts the HOMO-LUMO gap (alpha / beta) at 6.7 / 6.2 eV. The multiplicity is 4. The value obtained for the molar mass is 754.06 g/mol. The energy relative to the best compared isomer or geometry (same formula, charge and spin) is 0.1412 eV. The expectation value of S² is 3.796. The net charge is +3.

Positions of all 97 atoms, in Å:
Re: 0.369 -0.108 -0.186
C: 2.003 -3.713 1.879
N: 0.841 -4.047 1.071
C: 0.505 -5.472 1.096
C: 0.133 -3.152 0.377
N: 0.010 -1.842 0.818
C: -0.312 -1.689 2.260
C: -1.002 -0.352 2.473
N: -0.203 0.727 1.849
C: 1.071 1.003 2.575
C: 2.261 0.474 1.793
N: 2.122 0.834 0.359
C: 3.202 1.371 -0.255
N: 4.345 1.604 0.510
C: 5.327 0.545 0.675
C: 4.747 2.971 0.804
N: 3.230 1.714 -1.532
C: 2.124 1.706 -2.482
C: 4.470 2.145 -2.197
C: -0.964 1.986 1.670
C: -0.386 2.695 0.450
N: -0.500 1.755 -0.692
C: -1.388 2.149 -1.648
N: -1.335 3.388 -2.150
C: -0.106 4.169 -2.201
C: -2.520 4.133 -2.576
N: -2.334 1.302 -2.094
C: -2.992 0.372 -1.191
C: -2.906 1.381 -3.437
N: -0.474 -3.517 -0.753
C: 0.086 -4.525 -1.650
C: -1.801 -3.060 -1.133
H: 2.809 -4.403 1.625
H: 1.790 -3.816 2.944
H: 2.333 -2.706 1.657
H: 0.410 -5.775 2.139
H: 1.288 -6.068 0.628
H: -0.441 -5.651 0.599
H: 0.587 -1.759 2.876
H: -0.984 -2.490 2.580
H: -1.171 -0.156 3.537
H: -1.974 -0.368 1.975
H: 1.034 0.568 3.576
H: 1.171 2.082 2.699
H: 2.325 -0.614 1.882
H: 3.180 0.882 2.200
H: 4.993 -0.357 0.162
H: 5.486 0.311 1.731
H: 6.291 0.834 0.248
H: 3.891 3.637 0.711
H: 5.541 3.334 0.144
H: 5.110 3.030 1.831
H: 1.162 1.650 -1.979
H: 2.233 0.863 -3.163
H: 2.178 2.628 -3.060
H: 5.343 1.960 -1.589
H: 4.403 3.207 -2.433
H: 4.560 1.585 -3.127
H: -0.917 2.595 2.576
H: -2.010 1.738 1.481
H: 0.658 2.974 0.618
H: -0.947 3.608 0.263
H: 0.738 3.573 -1.870
H: -0.192 5.057 -1.574
H: 0.060 4.492 -3.229
H: -3.426 3.617 -2.277
H: -2.521 4.293 -3.653
H: -2.499 5.103 -2.081
H: -3.710 0.882 -0.543
H: -2.275 -0.165 -0.560
H: -3.525 -0.371 -1.781
H: -2.266 1.978 -4.080
H: -3.912 1.798 -3.429
H: -2.958 0.369 -3.841
H: 1.120 -4.724 -1.388
H: 0.053 -4.110 -2.658
H: -0.489 -5.452 -1.635
H: -2.503 -3.893 -1.061
H: -1.782 -2.700 -2.162
H: -2.131 -2.270 -0.466
C: 0.281 -1.798 -5.759
C: -0.569 -1.077 -4.902
C: -0.226 -0.870 -3.590
C: 0.979 -1.372 -3.053
C: 1.350 -1.162 -1.679
C: 2.556 -1.734 -1.268
C: 3.406 -2.451 -2.124
C: 3.053 -2.625 -3.437
C: 1.833 -2.098 -3.925
C: 1.460 -2.296 -5.277
H: 0.000 -1.951 -6.791
H: -1.501 -0.692 -5.295
H: -0.888 -0.313 -2.938
H: 2.887 -1.612 -0.241
H: 4.335 -2.857 -1.748
H: 3.697 -3.167 -4.117
H: 2.127 -2.851 -5.923